Entry 1:
An isolated molecule of C14H18N6O. Source: the OMol25 dataset; level of theory: ωB97M-V/def2-TZVPD.

```
39
Properties=species:S:1:pos:R:3:mulliken_charge:R:1
O -3.67592 1.72982 0.27921 -0.400
N 4.12767 2.16278 -0.24606 -0.289
N 2.22644 0.00303 0.08437 -0.367
N 5.84981 0.66491 -0.08762 -0.601
N 1.73338 1.18445 -0.07257 -0.253
N -1.79667 0.42476 0.57995 -0.342
N 7.62659 -0.75724 0.01232 -0.428
C 0.36148 1.28362 -0.00473 0.195
C 4.06629 -1.45221 0.23652 -0.454
C 3.56854 -0.14658 0.07436 0.419
C -5.71523 -2.66010 -0.83880 -1.284
C -4.63309 -0.44913 -0.29514 -0.407
C -1.59170 2.64158 -0.30614 -0.781
C -4.43390 0.63147 0.76569 -0.622
C 5.41518 -1.68120 0.23495 -0.592
C -2.34620 1.56615 0.18848 0.453
C -5.52048 -1.57932 0.21748 -0.367
C -0.48723 0.28900 0.48863 -0.483
C -0.23064 2.49521 -0.40036 -0.190
C 4.53752 0.89933 -0.08990 0.279
C 6.28230 -0.58006 0.06631 0.498
H -0.07867 -0.65188 0.83070 0.422
H 4.81041 2.88759 -0.38183 0.186
H -4.75698 -3.08490 -1.12838 0.324
H -6.49281 -1.17475 0.50839 0.302
H 8.20019 0.06776 0.01931 0.251
H -3.93560 0.20508 1.64246 0.366
H 8.02726 -1.62669 0.31408 0.212
H -3.65501 -0.84581 -0.57212 0.284
H -6.18785 -2.24560 -1.72654 0.323
H -5.06346 -2.01804 1.10675 0.323
H -5.39397 1.06389 1.05974 0.384
H 3.35637 -2.25536 0.36245 0.447
H 3.11392 2.29880 -0.25800 0.426
H -6.34485 -3.46011 -0.45653 0.381
H -2.09649 3.54750 -0.59952 0.421
H -5.08220 0.00400 -1.18184 0.265
H 0.39224 3.29045 -0.78319 0.423
H 5.82338 -2.67222 0.35711 0.276
```

Summary:
ΔE to the lowest compared entry with this formula, charge and spin in kcal per mole: 0.0
Total charge: 0
Frontier orbital gap in eV: 7.2

---

Entry 2:
A 13-piece molecular cluster, C39H104O13 overall. Source: the OMol25 dataset; level of theory: ωB97M-V/def2-TZVPD.

```
156
Properties=species:S:1:pos:R:3:mulliken_charge:R:1
O 1.64856 0.17210 -0.90619 -0.057
O 0.54458 -1.20958 -3.04837 -0.651
O 5.74937 -0.38511 -2.09962 -0.601
O -3.81636 4.67594 -3.11269 -0.493
O -3.99550 1.50560 0.55259 -0.435
O 0.52275 7.47262 -2.44762 -0.506
O 3.29959 -2.69306 4.62432 -0.618
O 4.08571 0.53252 0.03874 -0.329
O -3.79723 -0.70280 -1.11463 0.455
O 0.77189 4.36830 5.03552 -0.585
O -5.02262 -3.05668 0.02008 -0.626
O -1.37954 -3.30886 6.06252 -0.608
O 0.09076 -6.96132 0.35391 -0.581
C -0.03478 1.86297 -0.35747 -1.306
C -4.26557 -4.28446 -1.96264 -1.344
C 2.82596 -1.59496 2.61228 -0.495
C 3.14411 -2.91932 3.21835 0.929
C -3.96202 2.94367 2.48723 -1.309
C -0.30158 -0.53060 0.39522 0.751
C -0.34892 2.73589 3.72782 -0.715
C 1.02371 3.30191 4.06096 0.350
C 0.13277 -2.54010 -2.85342 2.636
C -3.01309 7.04100 -2.69924 -1.285
C -4.10769 -4.00145 -0.46931 0.200
C 4.23784 2.67548 -1.07357 -1.329
C 1.56595 5.35859 -2.07228 -0.559
C -2.64176 -3.65831 -0.11093 0.451
C 1.50178 6.42895 -4.30680 -1.358
C -1.56218 -3.39942 4.65695 0.690
C 1.68974 6.66701 -2.82348 0.253
C -2.70140 5.49456 -2.72137 0.736
C -3.25303 0.52541 2.54490 -0.489
C 5.22957 -1.57661 -2.57681 0.107
C -5.86907 -0.06035 -2.28057 -1.734
C 0.69655 0.60084 0.09039 1.443
C -4.38489 -0.29548 -2.35740 0.920
C -3.00088 -3.66182 4.43192 -1.311
C 2.18145 -6.62573 1.75344 -1.179
C -4.21798 1.56947 1.98393 0.339
C 4.35407 -3.59385 2.56360 -1.310
C 4.87248 -2.58020 -1.48637 -0.754
C 4.25693 1.93379 0.25993 1.807
C 5.53775 2.13661 1.02716 -1.850
C 1.25380 -3.52503 -3.09176 -1.482
C 0.88049 -6.09226 1.15012 0.518
C -1.13668 -2.85892 -3.57514 -1.456
C 1.22031 -4.83902 0.42401 0.521
C -3.72294 0.94236 -2.92518 -1.242
C 4.03360 -1.32501 -3.50698 -0.524
C 1.72318 3.86726 2.88798 -0.733
C -1.02663 -2.23940 3.86888 -0.036
C -2.39754 5.02905 -1.31271 -0.936
H -4.35925 -4.93841 0.04809 0.483
H 5.61211 -2.62394 -0.69935 0.399
H 3.56144 -3.52070 5.05135 0.371
H 2.38556 4.69013 -2.36882 0.183
H -2.28426 -2.84602 -0.72468 -0.322
H -4.69592 3.62490 2.05876 0.458
H -0.17010 1.95279 2.99243 -0.110
H -3.80161 7.29066 -1.99628 0.361
H 5.41168 1.67947 1.99862 0.405
H 5.18106 -2.88490 2.58461 0.414
H -0.08902 -2.62445 -1.78368 -1.208
H -1.97480 -4.51748 -0.26714 0.461
H -3.93731 1.85145 -2.34738 0.149
H -3.40376 -0.48571 2.16111 0.345
H 4.09757 -3.80996 1.52404 0.189
H -1.86316 5.29772 -3.41312 -0.031
H -1.53416 -3.81193 -3.23025 0.235
H -6.22877 0.21448 -3.27647 0.468
H 4.15586 3.75745 -0.83492 0.430
H 5.13632 2.48094 -1.68637 0.342
H -3.32299 -4.52647 5.00601 0.402
H 4.31617 -0.59213 -4.27238 0.403
H -3.62008 -2.77609 4.64070 0.283
H 6.42232 1.78031 0.50558 0.368
H 5.27107 -0.05161 -1.29895 0.314
H -3.95820 -3.43353 -2.59893 0.089
H -1.03371 -4.27805 4.25922 -0.002
H -3.35242 7.47077 -3.64730 0.392
H -6.07066 0.78311 -1.64342 0.294
H 2.11636 -3.24225 -2.48613 0.074
H -5.21593 1.23267 2.25663 0.297
H 1.22280 -0.25436 -1.68536 -0.140
H 2.64218 7.17577 -2.61828 0.309
H 3.27345 -0.80297 -2.89977 -0.319
H 1.64592 2.51110 4.50793 0.250
H 0.02746 -2.03329 4.08224 0.069
H -6.42677 -0.91849 -1.91207 0.371
H -0.97027 -0.30017 1.21782 -0.968
H 1.60087 5.43770 -0.98760 0.370
H 0.18640 -5.84728 1.96111 0.010
H 3.71440 -0.93905 2.72503 0.313
H 0.92231 -4.51924 -2.77274 0.386
H -0.99675 -2.84799 -4.65213 0.513
H -3.15248 -3.94987 3.39737 0.256
H 0.58603 7.71243 -1.51942 0.299
H -1.53683 5.48989 -0.84507 0.421
H 0.95564 -1.06624 -3.90501 0.214
H 1.89796 -5.08696 -0.39209 0.387
H 3.93496 -2.23445 -1.05114 -0.293
H 2.61278 -5.79459 2.33516 0.141
H -0.90955 -0.62977 -0.50186 -0.024
H -4.23387 5.00003 -3.91360 0.297
H 4.66740 -3.57431 -1.85160 0.582
H -1.09579 -2.54644 2.81211 -0.252
H 1.12884 4.69912 2.49053 0.317
H 6.02312 -2.00673 -3.20004 0.384
H 4.66015 -4.53670 2.99784 0.481
H 2.62296 -1.65075 1.54548 -0.209
H 0.57814 -7.48964 -0.27682 0.359
H -2.24966 0.83477 2.24189 -0.521
H -4.12921 1.12494 -3.92844 0.509
H 2.95518 -6.92594 1.05537 0.369
H 1.88508 3.09328 2.13790 -0.332
H 3.18909 0.34301 -0.35357 0.179
H -2.63413 0.82832 -2.93006 0.105
H 1.76318 -4.12256 1.04918 -0.464
H 3.45663 2.33997 0.87138 -0.625
H 3.34519 2.40003 -1.64119 0.188
H 1.39487 7.35990 -4.86826 0.371
H -2.95956 3.28964 2.23974 0.058
H -0.94904 2.43090 4.57598 0.530
H -1.57065 -1.30910 4.05546 0.141
H 2.26267 -3.55211 3.06477 -0.263
H -3.39943 0.50065 3.63623 0.516
H -5.33257 -4.40735 -2.16094 0.333
H -0.85249 2.13790 0.31003 0.111
H -4.03630 2.95514 3.57133 0.408
H 0.64875 2.69595 -0.54274 0.261
H -4.18821 -1.10859 -3.05375 0.266
H -0.45299 -3.20231 6.26693 0.328
H -4.84492 -2.16008 -0.33010 0.311
H -0.55482 1.60306 -1.27342 0.264
H 0.64468 4.88791 -2.39788 -0.009
H 3.67655 -2.25946 -3.98220 0.340
H 2.00017 -1.12525 3.13557 0.223
H -3.63667 -5.10942 -2.30438 0.417
H 2.05643 -7.48769 2.41502 0.404
H 2.67241 4.32971 3.13809 0.541
H 0.18747 -1.44958 0.69033 -0.363
H 5.72390 3.20140 1.22072 0.408
H 2.30593 5.77856 -4.65082 0.380
H -3.71357 0.02848 -0.46711 -0.180
H 1.33604 0.77542 0.94634 0.007
H -3.28899 5.24343 -0.71102 0.486
H -2.08877 7.54393 -2.43310 0.250
H 0.33889 -4.36962 -0.00445 -0.513
H 0.55561 5.92289 -4.51320 0.258
H 1.60616 4.81096 5.25114 0.325
H -4.45390 2.20420 0.07648 0.093
H -2.55674 -3.37226 0.93549 -0.524
H -2.25017 3.95163 -1.29168 -0.193
H -0.93555 3.54876 3.28002 0.210
H -1.89169 -2.11891 -3.31483 0.169
H 1.51691 -3.54672 -4.15199 0.485
```

Summary:
ΔE to the lowest compared entry with this formula, charge and spin in kcal per mole: 19.0
Total charge: 0
Frontier orbital gap in eV: 10.0

---

Entry 3:
C21H26CoFN7O5 as an isolated structure. Source: the OMol25 dataset; level of theory: ωB97M-V/def2-TZVPD.

```
61
Properties=species:S:1:pos:R:3:mulliken_charge:R:1
Co 0.12692 0.01004 0.01379 0.207
F -2.87228 -5.96226 -0.31457 -0.338
O -3.01558 2.31239 0.74909 -0.672
O 1.90568 -0.21609 0.09498 -0.763
O 3.68426 -0.26693 1.47034 -0.569
O -1.10853 1.36781 0.13272 -0.475
O -1.15200 -1.35234 0.12212 -1.268
N -5.23295 -1.01270 -0.01870 0.156
N 0.22280 0.04704 -1.98585 1.401
N 1.67879 -0.07463 -3.95283 0.129
N -0.23246 1.39569 -3.97882 0.108
N 1.57562 -0.26558 2.33556 -0.379
N -0.54585 -1.00238 -4.06064 0.162
N 0.25242 0.03734 1.96833 0.120
C 1.15456 1.20964 -4.41326 -0.661
C -0.29308 1.36151 -2.53887 -0.767
C -1.03866 0.30066 -4.51645 -0.713
C -4.81732 -4.66052 -0.26171 -0.721
C -7.33696 -2.01053 -0.84078 -0.978
C -6.93565 -3.31884 -0.18560 -1.042
C 1.64216 -0.11899 -2.51460 -0.741
C -3.24334 -2.38756 -0.05413 1.011
C 0.84848 -1.14740 -4.49299 -0.637
C -5.44001 -3.43993 -0.18145 1.068
C -2.39059 1.33924 0.39738 -0.004
C 2.50470 -0.24459 1.29611 0.358
C -4.64340 -2.27728 -0.09341 -0.821
C -2.42628 -1.20415 0.08166 1.652
C -7.07684 0.48206 -0.80410 -1.721
C -4.46525 0.05380 0.15116 -0.627
C -3.08541 0.02322 0.19880 0.548
C -2.62987 -3.64896 -0.13080 -0.975
C -6.72347 -0.82843 -0.11243 0.460
C -0.60252 -1.04565 -2.62049 -0.800
C -3.42451 -4.75017 -0.23826 -0.139
H 1.89110 0.00344 3.25503 0.251
H -0.22554 -2.00132 -2.25514 0.262
H -0.03305 0.96963 2.26683 0.354
H -8.41891 -1.88696 -0.82642 0.416
H -4.94830 1.01339 0.26331 0.744
H -7.01784 -1.99656 -1.88729 0.342
H 1.23265 -2.11081 -4.15490 0.342
H -7.37459 -4.17116 -0.70226 0.468
H -6.90523 1.35882 -0.18284 0.522
H -0.38037 -0.65631 2.35886 0.326
H -6.51707 0.59368 -1.73426 0.408
H -7.30779 -3.34296 0.84334 0.329
H 1.19140 1.24049 -5.50175 0.329
H 2.02349 -1.07108 -2.15546 0.305
H -1.32013 1.48874 -2.20844 0.172
H -5.39929 -5.57032 -0.33641 0.535
H 0.88498 -1.11576 -5.58141 0.340
H 0.31513 2.16030 -2.11473 0.356
H -1.63624 -0.91742 -2.30152 0.108
H 2.24882 0.68006 -2.09677 0.284
H -1.00293 0.33187 -5.60489 0.354
H -1.55387 -3.73432 -0.09738 0.662
H -7.09204 -0.81468 0.91658 0.141
H -2.07488 0.42515 -4.19484 0.321
H -8.13751 0.46584 -1.04958 0.422
H 1.76972 2.01756 -4.01577 0.340
```

Summary:
ΔE to the lowest compared entry with this formula, charge and spin in kcal per mole: 8.6
Total charge: +1
Frontier orbital gap (alpha / beta) in eV: 7.5 / 7.5

---

Entry 4:
C50H60BaFN7O3S as an isolated structure. Source: the OMol25 dataset; level of theory: ωB97M-V/def2-TZVPD.

```
123
Properties=species:S:1:pos:R:3:mulliken_charge:R:1
Ba 0.74308 -0.74682 0.84651 1.224
S 0.33162 -0.89528 4.58422 1.181
F 6.96339 0.88555 -3.59529 -0.432
O -0.14797 -2.03934 3.81948 -0.589
O 0.79070 -1.18044 5.93303 -0.808
O -0.51433 1.43442 -2.54030 -0.186
N 1.05630 2.79748 -3.39606 0.535
N 3.64034 1.46506 -0.59582 0.144
N 1.31990 -0.04374 3.68142 -0.274
N -0.65055 -2.15507 -0.85500 0.751
N -1.50576 0.51038 0.32646 0.599
N 3.24157 0.22353 2.49228 0.085
N 1.54684 1.38252 -1.53745 1.749
C 3.15191 -1.94564 -0.59368 -1.736
C -2.34779 3.95043 1.22002 -0.388
C -0.07829 2.95309 0.90270 2.693
C -1.32086 0.78525 5.98049 -0.662
C -5.57295 0.21820 -0.45595 -1.829
C 2.33340 3.24514 -3.42182 -0.426
C -0.47609 -4.61201 -1.18989 0.754
C -0.39519 -4.13004 -3.94239 -0.737
C -4.26790 0.83376 -0.95820 2.618
C 3.40486 -1.13181 4.46860 -0.795
C 3.23914 2.80284 -2.53401 -1.079
C -2.37673 1.68044 6.08999 -0.674
C -0.39554 -5.65714 -2.11466 -1.110
C -4.47806 1.55516 -2.29309 -1.485
C 4.75141 -1.29226 4.25106 -0.652
C -0.56972 -3.28253 -1.66119 -0.619
C -3.13875 2.02795 4.97858 0.352
C -3.61106 1.77820 0.03756 0.066
C 3.90112 -0.90160 -2.71775 -0.164
C -1.77401 -5.43193 0.83773 -1.351
C -2.22437 1.65397 0.39067 0.398
C 4.15657 -1.36279 -1.39010 0.040
C -2.19254 -0.71250 0.38861 -0.885
C 0.43358 4.11391 0.04361 -1.785
C 0.47549 3.07313 2.32397 -1.524
C -0.53781 -1.63260 -3.56193 2.937
C 4.81679 -0.15873 -3.43529 -0.311
C 5.47918 -1.11040 -0.91710 -0.340
C -3.73796 3.96690 1.09776 -1.823
C -4.28146 3.00211 5.08684 -1.446
C 0.63521 1.81632 -2.46287 -1.383
C -1.58964 2.86029 0.84282 0.565
C 0.16291 -1.40735 -4.89957 -2.142
C 0.05249 3.26915 -4.32970 -0.922
C 6.39495 -0.35470 -1.63376 -0.798
C -2.82817 1.45911 3.74697 -0.185
C 2.77825 1.85114 -1.55859 0.106
C 5.36497 -0.67507 3.16093 -0.795
C -1.77906 0.56256 3.62723 -0.309
C 0.32122 -4.10335 1.23452 -0.334
C -0.40315 -5.04314 0.27193 0.172
C -1.98409 -1.14495 -3.63037 -1.490
C 4.55189 0.05714 2.32114 -0.356
C -1.02604 0.23457 4.74397 -0.057
C 6.04741 0.14361 -2.87464 0.472
C 2.65010 -0.33143 3.57330 0.441
C -0.48633 -3.06277 -3.06558 0.554
C -4.33183 2.89273 0.45104 -0.283
C -0.36888 -5.43897 -3.47829 -1.240
C -1.79738 -1.91302 -0.13902 0.479
H -0.32021 -3.27895 1.54665 -0.119
H 1.52632 4.09786 -0.01311 0.402
H -4.31994 4.82259 1.42036 0.345
H -1.53446 0.16471 2.65085 0.574
H 4.61921 1.47696 -0.84553 0.352
H -2.27223 -6.15521 0.18828 0.362
H 4.57855 0.20205 -4.42974 0.442
H 0.58711 -4.64342 2.14679 0.462
H -5.40249 -0.35451 0.45748 0.344
H -2.54777 -1.71970 -4.37473 0.334
H 2.28890 -2.36553 -1.11395 0.555
H -2.47091 -1.25798 -2.66118 0.134
H 0.02752 4.05783 -0.96928 0.315
H 2.56902 3.96830 -4.19251 0.388
H 0.10127 3.98328 2.80386 0.212
H -1.83998 4.82021 1.62805 0.261
H -3.39128 1.74064 2.86371 0.343
H 0.13344 5.07732 0.46604 0.420
H 1.18403 -1.79678 -4.89337 0.433
H -4.12412 3.70921 5.90344 0.370
H -0.37458 -1.88359 -5.72648 0.550
H -3.57640 0.01870 -1.15160 -1.412
H 3.36142 0.64365 -0.06941 -0.521
H -2.01299 -0.08619 -3.89755 0.246
H 0.30893 2.04424 0.44380 -1.579
H 0.19397 2.22427 2.94547 0.281
H -5.39100 2.94093 0.21010 0.282
H -0.33486 -3.94443 -5.00938 0.281
H -5.17132 2.39569 -2.18780 0.313
H -3.52465 1.93990 -2.65993 0.264
H 4.26518 3.13587 -2.54774 0.549
H 1.56816 3.11573 2.30817 0.460
H 0.19060 -5.96476 0.25065 0.626
H 0.20590 -0.33507 -5.11331 0.235
H -6.32196 0.98466 -0.23608 0.300
H 5.33095 -1.90239 4.93557 0.361
H 2.92795 -1.10264 -3.15274 0.359
H -0.31383 2.44582 -4.94280 0.200
H -5.99633 -0.45416 -1.20792 0.435
H 4.97822 0.53008 1.44229 0.527
H -4.39395 3.55921 4.15589 0.226
H 5.75933 -1.49140 0.05888 0.444
H -0.79760 3.68091 -3.78633 0.241
H -3.10664 -0.75565 0.98823 -0.214
H 1.24537 -3.72864 0.78585 -0.270
H -1.66562 -5.87302 1.83293 0.407
H 7.38620 -0.15953 -1.23878 0.379
H 2.91533 -1.59125 5.31289 0.483
H -0.29036 -6.26922 -4.17107 0.328
H -2.60401 2.12497 7.05368 0.337
H 0.49648 4.03674 -4.96257 0.390
H -2.47956 -2.74010 0.08052 -0.459
H -0.71862 0.51453 6.83686 0.499
H -5.22349 2.47992 5.27548 0.320
H -2.41864 -4.55850 0.93106 0.221
H -0.32393 -6.67301 -1.73419 0.352
H 3.47531 -2.50634 0.28398 0.245
H -4.88191 0.86830 -3.04433 0.424
H -0.04668 -1.02435 -2.80411 -0.990
H 6.42133 -0.77737 2.95360 0.444
```

Summary:
ΔE to the lowest compared entry with this formula, charge and spin in kcal per mole: 3.8
Total charge: -2
Frontier orbital gap in eV: 4.6

---

Here are the calculated max |F| numbers, same order: 2.36 2.07 0.27 0.26 (eV Å⁻¹).